DFT (ωB97M-V/def2-TZVPD) results for a cluster of 3 separate species, C4H14NO4 in total.

The geometry in XYZ format:
```
23
Properties=species:S:1:pos:R:3:forces:R:3:nbo_charge:R:1
C -1.820 -0.207 1.709 -0.5 -2.1 0.1 -0.658
C -0.907 0.409 0.692 0.3 1.3 -0.2 -0.033
C -1.134 -0.049 -0.783 -0.4 0.3 1.4 -0.540
C -1.138 1.154 -1.696 0.4 -0.5 -0.6 0.781
O -0.336 0.975 -2.766 0.0 0.1 0.1 -0.681
O -1.791 2.135 -1.505 0.0 0.2 0.2 -0.554
N 0.546 0.106 1.021 -1.4 -0.6 -1.1 -0.714
H -1.540 -0.265 2.765 0.4 0.9 -0.1 0.241
H -2.880 0.044 1.654 0.3 0.6 -0.2 0.265
H -1.831 -1.274 1.472 -0.1 -0.3 -0.1 0.216
H -0.982 1.500 0.663 -0.1 -0.1 0.4 0.234
H -0.437 -0.847 -1.024 0.0 0.0 -0.5 0.233
H -2.152 -0.431 -0.805 -0.1 -0.2 -0.2 0.274
H -0.448 1.744 -3.349 0.0 0.0 0.0 0.510
H 1.129 0.705 0.419 0.6 -0.2 0.7 0.460
H 0.753 0.137 2.015 0.2 0.3 0.0 0.438
H 0.712 -0.860 0.666 0.7 0.1 0.6 0.466
H 2.671 -2.310 0.448 0.0 -0.2 -0.2 0.504
H 1.381 -3.177 0.190 0.5 0.2 0.2 0.503
O 1.732 -2.394 0.645 -0.6 -0.1 -0.1 -0.972
H 3.499 1.099 -0.414 -0.3 -0.2 -0.1 0.502
H 2.295 1.170 -1.364 0.2 -0.1 -0.2 0.492
O 2.677 0.635 -0.655 0.1 0.5 0.1 -0.965
```
Positions in Å, forces in eV/Å.

The value obtained for the molar mass is 140.16 g/mol. The calculation puts the total energy at -516.31700 Eh. The spin multiplicity is 1. Its maximum force is 0.043 hartree/bohr. The lowest unoccupied orbital energy is -3.0 eV. The HOMO energy comes out at -14.425 eV. As for the energy relative to the best compared isomer or geometry (same formula, charge and spin): 0.0000 eV. The HOMO-LUMO gap comes out at 11.38 eV. As for the net charge: +1.



DFT (ωB97M-V/def2-TZVPD) results for a cluster of 2 separate species, CH8N3 in total.

The geometry in XYZ format:
```
12
Properties=species:S:1:pos:R:3:forces:R:3:nbo_charge:R:1
N -2.068 1.048 -0.590 0.5 -1.3 -2.0 -1.116
H -2.863 0.565 -0.186 -0.4 1.2 0.5 0.389
H 0.674 -2.102 0.543 -0.7 0.3 0.1 0.419
H -2.122 2.031 -0.833 -0.8 0.1 1.0 0.389
H -2.138 0.664 -1.545 0.3 -0.1 0.2 0.353
N 0.626 0.401 -0.147 0.8 -1.8 -1.4 -0.661
C 1.490 -0.265 0.588 -0.5 0.2 0.5 0.412
N 1.212 -1.452 1.103 0.6 -0.5 -0.8 -0.712
H -0.116 -0.186 -0.550 -0.3 1.0 0.5 0.428
H 1.024 1.026 -0.849 -0.3 0.4 0.6 0.433
H 2.387 0.263 0.849 0.4 -0.1 0.4 0.229
H 1.894 -1.994 1.616 0.3 0.6 0.3 0.437
```
Positions in Å, forces in eV/Å.

The value obtained for the molar mass is 62.10 g/mol. The calculation puts the total energy at -206.91675 Eh. The spin multiplicity is 1. Its maximum force is 0.048 hartree/bohr. The lowest unoccupied orbital energy is -4.2 eV. The HOMO energy comes out at -14.128 eV. As for the energy relative to the best compared isomer or geometry (same formula, charge and spin): 1.1683 eV. The HOMO-LUMO gap comes out at 9.95 eV. As for the net charge: +1.